#w
40
Properties=species:S:1:pos:R:3:nbo_charge:R:1 method="wB97M-V/def2-TZVPD" s_squared=0.75 lumo_energy_ev="-7.757 / -9.404" spin_multiplicity=2 total_charge=+2 orbital_gap_ev="7.82 / 6.18"
Yb 0.12606 -0.46028 -0.15078 2.09
C 1.26962 0.56184 3.03420 -0.26
O 0.97986 -0.51447 2.11223 -0.63
C 1.14925 -1.81539 2.71780 -0.11
C 1.72069 -2.72860 1.63332 -0.10
O 0.91583 -2.65470 0.43950 -0.62
C -0.12798 -3.65429 0.36570 -0.11
C -0.90466 -3.38136 -0.92333 -0.11
O -1.45961 -2.05248 -0.89145 -0.63
C -2.78467 -2.00988 -0.31158 -0.27
H 2.35165 0.66398 3.15927 0.21
H 0.79969 0.37774 4.00108 0.22
H 0.83447 1.47088 2.61499 0.22
H 0.17368 -2.16255 3.08280 0.21
H 1.84069 -1.76017 3.56465 0.24
H 1.80239 -3.75956 1.98499 0.24
H 2.71333 -2.36325 1.34281 0.22
H -0.79568 -3.57287 1.23537 0.20
H 0.32886 -4.65055 0.33639 0.24
H -1.69524 -4.12682 -1.06431 0.25
H -0.21948 -3.41987 -1.78162 0.23
H -3.42586 -2.74402 -0.80530 0.23
H -3.19667 -1.01672 -0.51135 0.24
H -2.75859 -2.20134 0.76956 0.19
O -2.18362 5.41314 -1.61660 -0.84
S -2.11183 4.02935 -1.87521 2.28
O -2.82344 3.41139 -2.93737 -0.87
N -2.41196 3.07609 -0.50598 -0.59
C -1.41937 2.35992 -0.20069 0.12
S -1.55197 1.06379 0.96573 -0.31
C -0.14871 2.57148 -0.95983 -0.13
C 1.13865 1.99705 -0.75612 -0.47
C 2.11286 2.27363 -1.74008 -0.14
C 1.83839 3.10070 -2.82432 -0.18
C 0.61944 3.76735 -2.91784 -0.12
C -0.36295 3.46506 -1.99527 -0.19
H 1.50098 1.75721 0.27038 0.26
H 3.12073 1.89962 -1.60878 0.24
H 2.59801 3.28166 -3.56939 0.26
H 0.44716 4.50730 -3.68361 0.27


#x
40
Properties=species:S:1:pos:R:3:nbo_charge:R:1 method="wB97M-V/def2-TZVPD" s_squared=0.77 lumo_energy_ev="-6.943 / -11.362" spin_multiplicity=2 total_charge=+2 orbital_gap_ev="7.67 / 3.21"
Yb -0.18428 -0.66861 -0.33379 1.61
C 1.94222 -3.40513 -1.17054 -0.25
O 1.35352 -2.56872 -0.15218 -0.63
C 1.37979 -3.21084 1.13665 -0.10
C 0.94875 -2.21938 2.17882 -0.10
O -0.29569 -1.57706 1.82882 -0.61
C -1.53984 -2.20214 2.21197 -0.10
C -2.03708 -3.13039 1.13834 -0.10
O -1.90187 -2.47168 -0.13109 -0.62
C -2.55869 -3.21115 -1.18163 -0.25
H 2.98538 -3.59521 -0.92965 0.21
H 1.88023 -2.87621 -2.11618 0.20
H 1.39657 -4.34516 -1.23527 0.20
H 2.39519 -3.54130 1.36072 0.22
H 0.73253 -4.08716 1.10278 0.19
H 1.67900 -1.41493 2.24813 0.23
H 0.86916 -2.69370 3.15572 0.23
H -2.24153 -1.38433 2.35409 0.22
H -1.42180 -2.72293 3.16083 0.23
H -3.08728 -3.35939 1.32471 0.22
H -1.48382 -4.06977 1.10612 0.19
H -3.62045 -3.29789 -0.96380 0.21
H -2.11541 -4.20201 -1.26953 0.20
H -2.42636 -2.66468 -2.11024 0.20
O -0.43296 6.14600 1.70872 -0.83
S -0.92954 5.11991 0.86841 2.26
O -2.29846 4.98884 0.50669 -0.85
N -0.49614 3.61632 1.60481 -0.58
C 0.20127 2.93638 0.76161 0.07
S 0.52775 1.30224 1.26131 -0.37
C 0.60746 3.57280 -0.51010 -0.03
C 1.38836 3.09683 -1.54578 0.03
C 1.66059 3.94642 -2.61072 -0.17
C 1.16600 5.24788 -2.62480 -0.16
C 0.37019 5.72937 -1.58797 0.08
C 0.10539 4.86454 -0.54740 -0.28
H 1.81778 2.10663 -1.51495 0.24
H 2.28280 3.60699 -3.42823 0.26
H 1.40554 5.90028 -3.45468 0.27
H -0.02425 6.73833 -1.60077 0.27


Unit: kcal/mol. Relative energies: #w 0.0; #x 36.3.


#w
20
Properties=species:S:1:pos:R:3:nbo_charge:R:1 method="wB97M-V/def2-TZVPD" s_squared=0.76 lumo_energy_ev="-3.314 / -7.665" spin_multiplicity=2 total_charge=+1 orbital_gap_ev="10.86 / 6.48"
C 0.51509 2.68149 -2.31084 -0.73
C 0.60652 1.32999 -1.63297 0.83
O -0.56218 0.66674 -1.84731 -0.69
O 1.50685 0.83310 -0.99895 -0.67
H 0.73080 3.49736 -1.63120 0.26
H -0.37272 2.75834 -2.92065 0.25
H 1.35626 2.65072 -3.02308 0.26
C -2.07125 -0.78396 0.93924 -0.48
C 0.29086 -1.37497 1.15574 0.58
N -0.68829 -0.87066 0.42807 -0.20
N 0.12025 -1.84543 2.42827 -0.80
N 1.51449 -1.34254 0.65689 -0.60
H -0.54423 -0.17649 -1.35960 0.50
H -2.03140 -0.08866 1.78149 0.23
H -2.38901 -1.81042 1.09438 0.27
H -0.21304 -1.25067 3.16494 0.43
H 0.81324 -2.47968 2.81494 0.42
H 1.74372 -0.88678 -0.21766 0.47
H 2.29248 -1.28975 1.28952 0.42
H -2.61845 -0.21773 0.18877 0.25


#x
20
Properties=species:S:1:pos:R:3:nbo_charge:R:1 method="wB97M-V/def2-TZVPD" s_squared=0.77 lumo_energy_ev="-3.475 / -8.892" spin_multiplicity=2 total_charge=+1 orbital_gap_ev="10.40 / 4.99"
C -2.60809 1.18324 -3.05744 -0.77
C -1.83116 0.28163 -2.18982 0.80
O -0.48290 0.61550 -2.23852 -0.73
O -2.18458 -0.46120 -1.32551 -0.56
H -3.67442 1.24306 -2.88130 0.26
H -2.32299 0.96673 -4.11116 0.26
H -2.33922 2.26928 -3.07509 0.25
C -0.02210 -0.23724 1.04688 -0.50
C 2.14662 -0.68635 2.30742 0.54
N 3.09944 -0.16753 2.93389 -0.43
N 0.88215 0.01397 2.18951 -0.31
N 2.14619 -2.03443 1.82694 -0.76
H 2.96411 0.69362 3.45647 0.40
H -0.27566 1.44093 -2.70859 0.50
H 0.33875 -0.25799 3.02200 0.43
H 1.75426 -1.98119 0.88485 0.40
H 3.14052 -2.26448 1.78787 0.41
H -0.96076 0.31756 1.14636 0.27
H -0.14094 -1.28972 0.80370 0.26
H 0.37079 0.35461 0.18156 0.28


Unit: kcal/mol. Relative energies: #w 0.0; #x 47.4.


#w
6
Properties=species:S:1:pos:R:3:nbo_charge:R:1 method="wB97M-V/def2-TZVPD" lumo_energy_ev=-1.143 total_charge=0 orbital_gap_ev=9.87
N -0.27732 0.82805 0.12527 0.29
O 0.77815 1.29307 -0.43489 -0.38
O -1.22505 1.50209 0.32655 -0.33
P -0.39981 -0.95310 0.64598 0.73
Cl 1.73971 -1.39399 0.07639 -0.31
H -0.61569 -1.27612 -0.73930 0.00


#x
6
Properties=species:S:1:pos:R:3:nbo_charge:R:1 method="wB97M-V/def2-TZVPD" lumo_energy_ev=-0.544 total_charge=0 orbital_gap_ev=10.10
N -0.11303 0.12048 -0.79216 0.28
O 0.13127 1.26398 -1.19440 -0.38
O -0.84122 -0.63172 -1.44606 -0.37
P 0.75923 -0.53653 0.68196 0.73
Cl -0.85676 -0.94396 1.65912 -0.22
H 0.92052 0.72775 1.09155 -0.05


#y
6
Properties=species:S:1:pos:R:3:nbo_charge:R:1 method="wB97M-V/def2-TZVPD" lumo_energy_ev="-0.395 / -0.837" total_charge=0 orbital_gap_ev="8.16 / 8.00"
N -0.09216 0.10874 -0.05340 0.06
O 0.51692 -0.76523 -0.75747 -0.43
O -0.69135 1.14986 -0.84794 -0.56
P 0.06614 0.13357 1.69165 0.64
Cl 1.11742 -1.48622 1.82966 -0.21
H -0.91698 0.85929 -1.86250 0.51


Unit: kcal/mol. Relative energies: #w 10.5; #x 0.0; #y 20.9.


#w
9
Properties=species:S:1:pos:R:3:nbo_charge:R:1 method="wB97M-V/def2-TZVPD" lumo_energy_ev=1.073 total_charge=0 orbital_gap_ev=10.60
C 0.52126 -0.96107 0.15295 -0.43
N -0.15732 1.33677 -0.00827 -0.61
N -0.48561 0.11303 0.45596 0.09
F -1.80249 -0.39517 -0.19546 -0.39
H 0.01915 -1.81415 0.27756 0.21
H 0.88268 -0.96530 -0.92447 0.18
H 1.42122 -0.96027 0.90898 0.22
H 0.30223 1.50925 -0.88506 0.34
H -0.70112 2.13692 0.21780 0.38


#x
9
Properties=species:S:1:pos:R:3:nbo_charge:R:1 method="wB97M-V/def2-TZVPD" lumo_energy_ev=0.611 total_charge=0 orbital_gap_ev=10.52
C 0.62731 0.10008 -0.58414 -0.46
N -0.78435 -0.24048 1.14857 -0.54
N 0.30904 -0.70861 0.55802 0.12
F -0.03377 -2.23839 -0.27059 -0.51
H -0.27150 0.68073 -0.94085 0.16
H 1.41471 0.77803 -0.32378 0.22
H 0.87418 -0.64921 -1.36733 0.27
H -1.23038 0.51570 0.59036 0.35
H -0.96008 -0.33338 2.08636 0.39


#y
9
Properties=species:S:1:pos:R:3:nbo_charge:R:1 method="wB97M-V/def2-TZVPD" lumo_energy_ev=0.746 total_charge=0 orbital_gap_ev=9.82
C -1.26317 -0.35249 -0.03642 -0.44
N 0.30410 0.87739 -0.01422 -0.40
N 1.46512 0.49964 0.36649 -0.06
F 2.13438 -0.68037 -0.39301 -0.40
H -1.25609 -0.89038 -0.86274 0.17
H -0.99209 -0.86074 0.95698 0.21
H -2.07411 0.32854 -0.18544 0.20
H 0.25026 1.08613 -1.04682 0.37
H 1.43161 -0.00772 1.21520 0.34


Unit: kcal/mol. Relative energies: #w 0.0; #x 3.7; #y 43.5.